The following is a DFT calculation (the ωB97M-V functional and the def2-TZVPD basis) of 9 unconnected molecules or ions with the total composition C46H43Cl4N7O14 in a non-equilibrium geometry.

```
! wB97M-V def2-TZVPD RIJCOSX def2/J DEFGRID3
* xyz 0 1
Cl -3.665 0.179 -3.738
C -3.217 0.058 -2.002
C -4.334 0.674 -1.184
Cl -3.811 1.315 0.399
H -2.257 0.553 -1.910
H -3.101 -1.007 -1.815
H -5.145 -0.027 -1.013
H -4.750 1.517 -1.733
Cl 0.966 -1.260 2.721
C 0.966 -0.492 1.125
C -0.344 -0.617 0.403
Cl -0.873 -2.314 0.221
H 1.757 -0.931 0.523
H 1.189 0.565 1.243
H -0.237 -0.230 -0.606
H -1.143 -0.047 0.874
C 2.028 2.386 3.701
C 1.993 1.446 4.719
C 3.011 1.439 5.664
C 3.958 2.444 5.623
C 4.003 3.385 4.616
C 3.025 3.354 3.636
N 4.960 2.521 6.693
O 5.025 1.599 7.481
O 5.692 3.494 6.703
H 1.276 2.347 2.920
H 1.219 0.697 4.755
H 3.014 0.728 6.477
H 4.809 4.105 4.662
H 3.121 4.006 2.778
C 0.516 -5.520 -3.045
C 0.125 -4.319 -2.457
C -1.007 -3.671 -2.935
C -1.647 -4.185 -4.039
C -1.264 -5.358 -4.656
C -0.152 -6.022 -4.153
N -2.869 -3.525 -4.519
O -2.890 -3.159 -5.676
O -3.788 -3.423 -3.732
H 1.300 -6.126 -2.606
H 0.641 -3.945 -1.585
H -1.359 -2.758 -2.474
H -1.857 -5.773 -5.460
H 0.196 -6.923 -4.642
C -1.499 5.534 -2.706
C -2.357 4.926 -1.799
C -1.838 4.186 -0.757
C -0.469 4.036 -0.651
C 0.391 4.631 -1.549
C -0.128 5.404 -2.569
N 0.073 3.096 0.337
O 1.284 2.987 0.387
O -0.710 2.468 1.021
H -1.912 6.134 -3.508
H -3.423 5.024 -1.951
H -2.515 3.630 -0.120
H 1.463 4.514 -1.466
H 0.548 5.892 -3.256
C 8.313 2.167 1.091
C 7.682 1.668 2.218
C 6.338 1.319 2.162
C 5.672 1.492 0.967
C 6.278 2.008 -0.166
C 7.611 2.366 -0.093
N 4.269 1.043 0.872
O 3.670 1.243 -0.168
O 3.802 0.486 1.842
H 9.377 2.348 1.196
H 8.185 1.571 3.169
H 5.816 0.918 3.018
H 5.712 2.190 -1.067
H 8.161 2.774 -0.930
C -3.386 -7.028 -1.525
C -2.688 -6.139 -0.719
C -3.278 -4.925 -0.383
C -4.525 -4.616 -0.876
C -5.251 -5.516 -1.644
C -4.671 -6.715 -1.972
N -5.163 -3.365 -0.472
O -6.377 -3.308 -0.472
O -4.426 -2.448 -0.162
H -2.983 -8.000 -1.781
H -1.725 -6.352 -0.274
H -2.751 -4.220 0.245
H -6.261 -5.253 -1.925
H -5.204 -7.454 -2.554
C 3.339 3.843 -4.834
C 2.058 4.053 -5.326
C 0.984 3.394 -4.755
C 1.225 2.511 -3.737
C 2.492 2.247 -3.250
C 3.547 2.957 -3.793
N 0.088 1.800 -3.150
O 0.317 0.750 -2.575
O -1.009 2.315 -3.240
H 4.180 4.354 -5.285
H 1.871 4.741 -6.139
H -0.020 3.523 -5.134
H 2.635 1.517 -2.468
H 4.549 2.764 -3.430
C -4.835 -0.966 3.098
C -5.407 -1.074 4.361
C -4.611 -1.346 5.456
C -3.256 -1.501 5.251
C -2.693 -1.494 3.990
C -3.469 -1.152 2.908
N -2.393 -1.813 6.399
O -1.195 -1.862 6.207
O -2.935 -2.022 7.469
H -5.429 -0.634 2.254
H -6.460 -0.889 4.528
H -5.039 -1.339 6.447
H -1.623 -1.599 3.873
H -3.101 -0.971 1.910
*
```

Its LUMO energy is -0.9 eV. The calculation puts the HOMO energy at -9.638 eV. The SMILES is O=[N+]([O-])c1ccccc1.O=[N+]([O-])c1ccccc1.O=[N+]([O-])c1ccccc1.O=[N+]([O-])c1ccccc1.O=[N+]([O-])c1ccccc1.O=[N+]([O-])c1ccccc1.O=[N+]([O-])c1ccccc1.ClCCCl.ClCCCl.



The following is a DFT calculation (the ωB97M-V functional and the def2-TZVPD basis) of a molecular structure, C38H42IrN6SSe in a non-equilibrium geometry.

```
! wB97M-V def2-TZVPD RIJCOSX def2/J DEFGRID3
* xyz 0 6
Ir -0.139 1.534 -0.315
C -1.241 -0.058 -3.381
C -2.331 -0.208 -2.567
C -2.561 1.051 -1.889
C -1.566 1.994 -2.287
C -0.767 1.296 -3.256
C 0.299 1.878 -4.107
C -1.847 3.476 -2.335
C -3.812 1.417 -1.172
C -3.209 -1.413 -2.462
C -0.639 -1.084 -4.285
H 1.209 1.276 -4.051
H 0.547 2.893 -3.808
H -0.022 1.881 -5.155
H -2.120 3.883 -1.364
H -2.685 3.655 -3.019
H -0.989 4.036 -2.700
H -3.638 2.188 -0.421
H -4.300 0.559 -0.707
H -4.518 1.838 -1.899
H -3.452 -1.665 -1.427
H -2.730 -2.280 -2.911
H -4.153 -1.237 -2.986
H 0.442 -0.959 -4.353
H -1.045 -0.996 -5.298
H -0.842 -2.094 -3.930
C -2.621 -3.651 2.194
C -2.974 -2.298 2.752
C -3.553 -2.205 4.014
C -3.978 -0.993 4.535
C -3.832 0.163 3.784
C -3.235 0.096 2.537
C -2.783 -1.114 2.025
N -2.218 -1.141 0.721
C -1.020 -1.715 0.395
N -0.190 -1.904 1.504
C 0.506 -0.760 2.047
C 0.607 0.506 1.442
C 1.400 1.459 2.092
C 2.044 1.197 3.286
C 1.911 -0.049 3.874
C 1.148 -1.033 3.268
C 1.008 -2.396 3.893
N -0.723 -2.005 -0.818
C 0.367 -2.866 -1.050
C 0.297 -4.173 -0.540
C 1.303 -5.097 -0.762
C 2.410 -4.736 -1.516
C 2.481 -3.452 -2.029
C 1.479 -2.507 -1.815
C 1.661 -1.121 -2.354
H -3.288 -4.409 2.606
H -1.596 -3.931 2.444
H -2.715 -3.664 1.107
H -3.694 -3.114 4.589
H -4.436 -0.955 5.516
H -4.170 1.116 4.170
H -3.096 0.996 1.957
H -2.691 -0.642 -0.011
H 0.437 -2.686 1.372
H 1.531 2.448 1.667
H 2.638 1.973 3.753
H 2.406 -0.259 4.816
H 1.402 -2.397 4.909
H 1.561 -3.152 3.325
H -0.040 -2.699 3.921
H -0.584 -4.459 0.025
H 1.218 -6.096 -0.353
H 3.206 -5.446 -1.703
H 3.347 -3.158 -2.614
H 1.994 -1.136 -3.394
H 2.414 -0.580 -1.782
H 0.737 -0.549 -2.299
C 5.338 5.417 0.855
C 4.729 4.247 0.144
C 5.472 3.132 -0.230
C 4.782 2.091 -0.822
N 3.473 2.135 -1.057
C 2.856 3.261 -0.699
S 1.141 3.437 -1.036
N 3.420 4.306 -0.100
H 6.424 5.419 0.766
H 5.070 5.363 1.913
H 4.927 6.345 0.463
H 6.537 3.082 -0.056
H 5.288 1.179 -1.124
Se -1.598 3.142 1.267
C -0.310 4.235 1.924
N 0.484 4.944 2.375
*
```

Its LUMO energy (spin up / spin down) is 0.5 / -2.2 eV. The calculation puts the HOMO energy (spin up / spin down) at -7.491 / -8.069 eV.



The following is a DFT calculation (the ωB97M-V functional and the def2-TZVPD basis) of 2 unconnected molecules or ions with the total composition C2H5Br in a non-equilibrium geometry.

```
! wB97M-V def2-TZVPD RIJCOSX def2/J DEFGRID3
* xyz 0 1
C 1.620 -0.054 -0.007
C -2.298 -0.385 -0.011
Br -4.032 -0.182 -0.488
H 1.750 -0.152 1.067
H 0.576 0.081 -0.259
H 2.114 -0.674 -0.589
H -1.880 0.536 0.493
H 2.151 0.829 -0.206
*
```

Its LUMO energy (spin up / spin down) is -1.0 / -1.0 eV. The calculation puts the HOMO energy (spin up / spin down) at -8.984 / -8.982 eV.



The following is a DFT calculation (the ωB97M-V functional and the def2-TZVPD basis) of 2 unconnected molecules or ions with the total composition C6H14NO in a non-equilibrium geometry.

```
! wB97M-V def2-TZVPD RIJCOSX def2/J DEFGRID3
* xyz 1 1
C 0.886 0.896 1.444
O 1.275 0.141 0.289
C -0.564 1.041 1.563
C -1.476 -0.044 1.325
C -2.465 0.146 0.054
C -2.155 -0.294 -2.351
C -1.636 0.184 -1.229
N 4.299 -0.966 -0.909
H 1.410 1.856 1.380
H 1.330 0.357 2.303
H 1.160 -0.792 0.491
H -0.907 1.945 2.074
H -1.020 -1.017 1.194
H -2.192 -0.117 2.160
H -3.079 -0.744 0.088
H -2.988 1.093 0.192
H -1.553 -0.507 -3.224
H -3.217 -0.490 -2.429
H -0.684 0.663 -1.030
H 3.915 -1.830 -1.271
H 4.497 -0.367 -1.695
H 5.163 -1.154 -0.418
*
```

Its LUMO energy is -7.1 eV. The calculation puts the HOMO energy at -12.468 eV.



The following is a DFT calculation (the ωB97M-V functional and the def2-TZVPD basis) of a molecular structure, C3H8N3O in a non-equilibrium geometry.

```
! wB97M-V def2-TZVPD RIJCOSX def2/J DEFGRID3
* xyz 1 3
C -1.808 1.069 -0.534
C -2.633 -0.671 0.172
C 2.648 -0.262 0.451
N -2.988 0.555 -0.219
N -0.760 0.361 -0.158
N -1.298 -0.783 0.233
O 1.775 0.161 -0.626
H -1.943 2.086 -0.757
H 2.183 0.962 -0.971
H -3.269 -1.402 0.411
H 1.865 -0.711 1.197
H 3.133 0.661 0.790
H 3.390 -0.975 0.002
H 0.295 0.464 -0.387
H -0.589 -1.516 0.395
*
```

Its LUMO energy (spin up / spin down) is -3.3 / -8.5 eV. The calculation puts the HOMO energy (spin up / spin down) at -11.042 / -15.759 eV.



The following is a DFT calculation (the ωB97M-V functional and the def2-TZVPD basis) of a molecular structure, C5H8O2 in a non-equilibrium geometry.

```
! wB97M-V def2-TZVPD RIJCOSX def2/J DEFGRID3
* xyz 0 1
C 0.288 1.742 -0.834
C 0.546 0.716 0.237
O -0.419 0.766 1.320
C -0.543 -0.620 1.216
C -1.114 -1.072 -0.127
C 0.339 -0.803 0.045
O 1.451 -1.591 -0.197
H -0.642 1.543 -1.377
H 0.207 2.730 -0.369
H 1.121 1.757 -1.541
H 1.529 0.844 0.698
H -0.592 -1.273 2.084
H -1.627 -1.924 0.284
H -1.711 -0.432 -0.771
H 1.168 -2.382 -0.668
*
```

Its LUMO energy is 0.9 eV. The calculation puts the HOMO energy at -8.929 eV.